10
Properties=species:S:1:pos:R:3 method="wB97M-V/def2-TZVPD" de_lowest_kj_mol=247.00 gap_ev=9.6 max_force_ev_per_a=2.99 e_lumo_ev=-0.997 total_energy_ha=-1161.97313
C 0.40281 -0.82654 0.04954
C -0.42957 -1.15853 1.01113
O 0.00852 -0.08478 -1.12023
O -1.02580 1.82444 0.52508
O 1.10058 2.43463 -0.47787
S -0.29051 2.07642 -0.67860
Cl 0.26951 -0.92162 -2.57276
H 1.51279 -0.99618 0.06948
H -1.37647 -0.61023 1.22072
H -0.17187 -1.73762 1.97350